Here is a molecular structure, C48H45FN6O3P2Pd in a non-equilibrium geometry from the OMol25 dataset. Energies are from ωB97M-V/def2-TZVPD.

XYZ file:
```
106
Properties=species:S:1:pos:R:3:mulliken_charge:R:1
Pd -1.4137 0.1012 -0.2592 -0.691
F 4.7778 2.7975 1.0562 -0.396
C 4.5114 1.5747 0.5149 0.398
C 3.2451 1.0580 0.6193 -0.409
C 2.9295 -0.1916 0.0474 0.382
C 1.5635 -0.6745 0.0600 0.613
O 0.6806 -0.1064 0.7389 -0.392
C 1.3523 -1.8644 -0.7483 0.453
C 2.3995 -2.6085 -1.1453 -0.887
N 3.7147 -2.2472 -0.9339 0.460
C 4.8116 -3.1251 -1.1887 -0.383
C 5.5004 -3.0891 -2.5305 -0.435
C 4.7167 -4.2948 -2.1142 -1.022
C 3.9760 -0.9731 -0.5061 -0.245
C 5.2428 -0.4149 -0.6418 -0.570
C 5.5093 0.8845 -0.1618 -0.957
N 6.8137 1.4291 -0.5346 0.379
C 7.9694 0.8498 0.1927 -0.580
C 9.2173 1.0658 -0.6878 -0.672
N 8.8382 1.9684 -1.7657 -0.473
C 8.3084 3.2163 -1.2354 -0.599
C 6.9609 2.8958 -0.5525 -0.727
C -0.0142 -2.2566 -1.3787 0.162
O -0.2594 -3.4598 -1.4438 -0.903
O -0.6454 -1.3121 -1.9057 -0.716
H 2.4719 1.6037 1.1322 0.612
H 2.2257 -3.5305 -1.6744 0.542
H 5.4407 -3.2408 -0.3075 0.526
H 6.5780 -3.1464 -2.5804 0.318
H 5.0581 -2.4531 -3.2819 0.236
H 5.2599 -5.1858 -1.8409 0.289
H 3.7891 -4.5009 -2.6200 0.294
H 6.0269 -0.9406 -1.1647 0.697
H 7.7709 -0.2065 0.3688 0.452
H 8.0570 1.3421 1.1617 0.350
H 9.5382 0.1272 -1.1415 0.420
H 10.0467 1.4534 -0.0793 0.341
H 6.9810 1.1384 -1.5138 0.561
H 9.6206 2.1361 -2.3857 0.305
H 8.1552 3.9127 -2.0606 0.390
H 8.9952 3.6834 -0.5120 0.286
H 6.1152 3.3180 -1.0950 0.379
H 6.9310 3.2762 0.4689 0.464
C -5.1424 -0.3606 -1.6425 -1.556
N -4.6317 -0.3114 -0.2593 0.768
P -3.8472 1.2516 -0.0833 0.150
C -5.3545 2.3082 -0.0547 0.630
C -5.2033 3.6451 -0.4060 -0.639
C -6.2943 4.4957 -0.4407 -0.661
C -7.5561 4.0148 -0.1345 -0.620
C -7.7183 2.6830 0.2088 -0.802
C -6.6269 1.8361 0.2492 -0.367
C -3.4656 1.2254 1.7118 0.476
C -4.4049 1.2917 2.7319 -0.341
C -3.9917 1.2343 4.0506 -0.729
C -2.6444 1.1461 4.3588 -0.685
C -1.6980 1.1043 3.3485 -0.676
C -2.1101 1.1437 2.0285 0.492
P -3.3191 -1.4726 -0.1149 0.633
C -3.2486 -1.8325 1.6817 0.961
C -4.3417 -1.9622 2.5272 -0.071
C -4.1569 -2.3801 3.8323 -0.805
C -2.8867 -2.6788 4.2968 -0.643
C -1.7904 -2.5318 3.4634 -0.590
C -1.9699 -2.1069 2.1603 -0.206
C -4.1330 -3.0548 -0.5700 0.572
C -3.3250 -4.0407 -1.1279 -0.472
C -3.8674 -5.2723 -1.4569 -0.647
C -5.2139 -5.5188 -1.2485 -0.587
C -6.0194 -4.5377 -0.6916 -0.789
C -5.4810 -3.3134 -0.3415 -0.393
H -5.8573 0.4500 -1.7917 0.428
H -5.6479 -1.3096 -1.8114 0.474
H -4.3459 -0.2639 -2.3894 0.295
H -4.2221 4.0229 -0.6631 0.254
H -6.1609 5.5326 -0.7151 0.446
H -8.4141 4.6709 -0.1602 0.373
H -8.7005 2.3018 0.4493 0.418
H -6.7573 0.7971 0.5119 0.379
H -5.4546 1.3788 2.4958 0.422
H -4.7243 1.2600 4.8450 0.427
H -2.3346 1.1184 5.3926 0.384
H -0.6473 1.0449 3.5917 0.478
H -1.3719 1.1317 1.1984 0.299
H -5.3327 -1.7316 2.1670 0.160
H -5.0084 -2.4865 4.4897 0.419
H -2.7507 -3.0218 5.3125 0.376
H -0.7972 -2.7508 3.8277 0.434
H -1.1178 -1.9831 1.4904 -0.002
H -2.2727 -3.8430 -1.3028 0.476
H -3.2333 -6.0376 -1.8824 0.473
H -5.6394 -6.4747 -1.5209 0.369
H -7.0715 -4.7287 -0.5290 0.416
H -6.1099 -2.5571 0.1064 0.203
N -0.4924 6.1366 0.2305 -0.554
C -0.2104 5.1316 -0.2466 0.025
C 0.0997 3.8970 -0.8524 0.361
C 1.4028 3.5550 -1.2311 -0.760
C 1.5869 2.3404 -1.8703 -0.161
C 0.4970 1.5152 -2.0995 -0.759
N -0.7441 1.8149 -1.6932 -0.418
C -0.9318 2.9921 -1.1042 0.448
H 2.2257 4.2284 -1.0391 0.501
H 2.5720 2.0404 -2.1955 0.511
H 0.5957 0.5701 -2.6202 0.674
H -1.9552 3.2420 -0.8334 0.077
```

Calculated values
* orbital gap (alpha / beta): 3.6911 / 3.8425 eV

---

Here is a single C7H10Cl2O2 molecule in a non-equilibrium geometry from the OMol25 dataset. Energies are from ωB97M-V/def2-TZVPD.

XYZ file:
```
21
Properties=species:S:1:pos:R:3:mulliken_charge:R:1
C -2.2766 -1.2254 0.3066 -0.129
C -1.9400 0.2492 -0.0150 0.956
C -0.4494 -0.2973 -0.2957 0.531
C 0.1111 -0.3608 -1.6817 -1.448
C 1.7997 -0.7470 0.7988 -1.941
C 1.0810 1.6794 0.3877 -1.427
C 0.6047 0.2470 0.7136 0.447
O -3.3011 -1.7279 0.5697 -0.330
O -1.0163 -1.6514 0.1200 -0.418
Cl -2.7221 0.9276 -1.4341 -0.150
Cl -2.1780 1.4394 1.3264 -0.154
H 0.9669 -1.1702 -1.7786 0.268
H 0.3666 0.6884 -1.8692 0.364
H -0.7340 -0.7809 -2.2857 0.452
H 2.2398 -0.9098 -0.0984 0.489
H 1.4933 -1.7012 0.9403 0.588
H 2.6335 -0.5946 1.5584 0.320
H 1.8910 1.5861 -0.3430 0.363
H 1.2080 2.0715 1.3488 0.482
H 0.1428 2.2528 -0.0174 0.276
H 0.0791 0.0251 1.7484 0.464
```

Calculated values
* multiplicity: 3
* orbital gap (alpha / beta): 6.2703 / 6.8390 eV

---

Here is 2 unconnected molecules or ions with the total composition C4H12 in a non-equilibrium geometry from the OMol25 dataset. Energies are from ωB97M-V/def2-TZVPD.

XYZ file:
```
16
Properties=species:S:1:pos:R:3:mulliken_charge:R:1
C 1.3755 -0.6365 -0.9699 -0.857
C 0.6034 -1.6245 -1.8162 -0.801
H 2.3206 -0.3521 -1.4342 0.365
H 0.8727 0.3389 -0.9027 0.177
H 1.5718 -0.8162 0.0850 0.315
H -0.4712 -1.4766 -1.8106 0.276
H 0.7317 -2.6548 -1.4725 0.250
H 1.0136 -1.6820 -2.8208 0.302
C -1.1703 1.8325 1.2178 -0.905
C -0.8236 0.3862 1.5958 -0.348
H -2.0776 1.8574 0.6251 0.267
H -1.1942 2.5068 2.0775 0.314
H -0.3785 2.2895 0.6253 0.281
H -1.7650 -0.1473 1.7085 0.273
H -0.3069 -0.0616 0.7512 -0.226
H -0.3020 0.2404 2.5408 0.317
```

Calculated values
* ΔE to the lowest compared entry with this formula, charge and spin: 9.7 kcal/mol
* orbital gap: 12.7028 eV
* SMILES: CC.CC

---

Here is 10 unconnected molecules or ions with the total composition H19O10 in a non-equilibrium geometry from the OMol25 dataset. Energies are from ωB97M-V/def2-TZVPD.

XYZ file:
```
29
Properties=species:S:1:pos:R:3:mulliken_charge:R:1
O 1.5590 -0.8742 -3.1884 -0.590
H 1.0218 -1.6489 -3.0956 0.283
H -0.7930 -0.3614 3.1065 0.284
O -0.2897 -0.9685 1.2809 -0.810
H 0.6444 -0.9178 1.1257 0.250
H 0.2900 -3.8575 1.2578 0.294
O 3.7884 0.0982 -0.7122 -0.666
H -0.5348 -0.8252 0.1227 0.453
H 3.3418 0.7280 -0.1346 0.316
O -3.2808 0.2450 -0.5278 -0.747
H 1.5889 1.9266 1.9237 0.318
H 0.9446 -0.4801 -3.8431 0.316
O 1.2990 2.2063 2.8071 -0.598
H -1.9094 0.6768 2.6744 0.318
H -2.1129 0.0809 -0.6574 0.292
O -1.6431 1.3800 -3.1234 -0.655
H -1.9031 0.4715 -3.0269 0.344
H -1.1526 1.5271 -2.0695 0.359
O -0.0577 2.3033 0.3677 -0.678
H -0.4910 1.7769 -0.2709 0.250
H -0.1115 1.7757 1.2907 0.327
O -1.1317 -0.9195 -1.0542 -0.817
H -1.4593 -1.6852 -0.9017 0.179
H 0.4417 2.5337 2.7523 0.331
O -1.1649 0.4589 3.2728 -0.616
H 3.2008 -0.4432 -1.2493 0.326
O 1.1441 -3.6669 0.9181 -0.617
H -3.6999 -0.5829 -0.4846 0.227
H 0.9130 -2.7968 1.1544 0.327
```

Calculated values
* ΔE to the lowest compared entry with this formula, charge and spin: 100.9 kcal/mol
* orbital gap: 9.2753 eV
* charge: -1

---

Here is a single O2 molecule in a non-equilibrium geometry from the OMol25 dataset. Energies are from ωB97M-V/def2-TZVPD.

XYZ file:
```
2
Properties=species:S:1:pos:R:3:mulliken_charge:R:1
O 0.0000 0.0000 0.7925 0.000
O 0.0000 0.0000 -0.7925 0.000
```

Calculated values
* ΔE to the lowest compared entry with this formula, charge and spin: 68.9 kcal/mol
* orbital gap: 7.5979 eV
* SMILES: O=O

---

Here is a gas-phase ion, CH8N2P (charge +1) in a non-equilibrium geometry from the OMol25 dataset. Energies are from ωB97M-V/def2-TZVPD.

XYZ file:
```
12
Properties=species:S:1:pos:R:3:mulliken_charge:R:1
N -0.6915 -1.3635 -0.2191 -0.666
C -0.1799 -0.1201 0.3312 0.031
N -1.1098 1.0765 -0.0707 -0.369
P 1.5632 0.0622 0.0469 -0.050
H -1.5976 -1.5883 0.3089 0.253
H -0.0512 -2.1784 -0.0684 0.281
H -1.3455 1.5831 0.8225 0.416
H -0.8085 1.7816 -0.6862 0.323
H -1.9447 0.6539 -0.4125 0.320
H 2.1278 1.0590 0.9132 0.191
H 1.9271 -1.1639 0.3846 0.119
H 2.1104 0.1978 -1.3504 0.152
```

Calculated values
* ΔE to the lowest compared entry with this formula, charge and spin: 80.6 kcal/mol
* orbital gap: 7.8426 eV
* charge: +1
* SMILES: NC([NH3+])=[PH3]

---

Here is a molecular structure, C32H43BrMnN4O4P2 from the OMol25 dataset. Energies are from ωB97M-V/def2-TZVPD.

XYZ file:
```
87
Properties=species:S:1:pos:R:3:mulliken_charge:R:1
Mn -0.0101 -0.2193 -0.0276 1.334
Br -3.3801 2.5241 3.2519 -0.665
C -0.9756 -0.0966 2.9916 -0.520
C -0.8057 -0.0344 4.3622 -0.866
C 0.4726 0.2085 4.8243 -0.625
C 1.5055 0.3710 3.9113 -1.369
C 1.2284 0.2916 2.5644 0.371
N -0.0220 0.0727 2.0957 1.419
C 2.3402 0.4341 1.5319 0.562
O 3.4519 0.7308 1.9133 -0.730
O 1.9568 0.2392 0.3192 -0.587
H -1.6626 -0.1398 5.0088 0.620
H 0.6587 0.2755 5.8872 0.482
H 2.5270 0.5559 4.2092 0.637
C -0.3265 -1.1979 -3.6027 -1.539
P 0.4647 -0.0599 -2.4339 2.271
C 2.2302 -0.2432 -2.8181 -1.695
C 0.0958 1.6212 -3.0275 -0.052
C 0.0494 1.9331 -4.3880 -1.163
C -0.0927 3.2472 -4.7957 -0.832
C -0.1727 4.2651 -3.8504 -0.817
C -0.1310 3.9640 -2.5009 -0.974
C -0.0081 2.6387 -2.0795 0.192
P -0.0374 2.2214 -0.3016 1.859
C 1.3632 3.1013 0.4336 -1.616
C -1.4579 3.1559 0.3084 -1.252
H 0.1061 -1.0705 -4.5951 0.696
H -1.4037 -1.0515 -3.6483 0.384
H -0.1313 -2.2168 -3.2624 0.385
H 2.4079 0.1874 -3.8044 0.642
H 2.4961 -1.2996 -2.8229 0.414
H 2.8272 0.2660 -2.0632 0.339
H 0.1341 1.1520 -5.1327 0.407
H -0.1303 3.4835 -5.8504 0.433
H -0.2702 5.2938 -4.1696 0.444
H -0.2031 4.7651 -1.7764 0.370
H 1.2917 4.1550 0.1595 0.654
H 2.3100 2.6877 0.0963 0.353
H 1.3028 3.0243 1.5204 0.434
H -1.2349 4.2216 0.2335 0.683
H -1.6808 2.9330 1.3575 0.124
H -2.3531 2.9558 -0.2767 0.346
C 2.3075 -2.8334 1.7942 -1.372
C 2.5748 -3.4216 0.4078 0.327
C 3.2515 -2.4542 -0.5577 -1.208
C 1.3280 -4.0453 -0.1885 0.247
C 1.4251 -5.3889 -0.5409 -1.052
C 0.3529 -6.1052 -1.0332 -1.468
C -0.8671 -5.4671 -1.1299 -1.048
C -1.0292 -4.1265 -0.7894 0.105
C -2.4547 -3.6175 -0.7794 0.293
C -2.8674 -3.2826 0.6541 -1.350
C -2.7242 -2.5019 -1.7797 -1.095
C 0.0907 -3.3813 -0.3566 0.132
O -0.0415 -2.0674 -0.0117 0.679
H 3.1835 -2.3020 2.1699 0.439
H 2.0593 -3.6271 2.5004 0.464
H 1.4644 -2.1460 1.7657 -0.152
H 3.2749 -4.2487 0.5496 0.856
H 2.5832 -1.6410 -0.8182 -0.548
H 3.5456 -2.9821 -1.4680 0.484
H 4.1456 -2.0135 -0.1136 0.487
H 2.3817 -5.8802 -0.4117 0.463
H 0.4586 -7.1462 -1.3061 0.398
H -1.7364 -6.0201 -1.4642 0.450
H -3.0759 -4.4582 -1.0985 0.849
H -2.1882 -2.5483 1.0881 0.074
H -2.8126 -4.1746 1.2781 0.456
H -3.8945 -2.9119 0.6952 0.358
H -2.0332 -1.6749 -1.6335 -0.550
H -3.7512 -2.1359 -1.6881 0.471
H -2.5993 -2.8724 -2.7981 0.605
C -5.8672 0.7163 -0.4151 -1.018
N -4.5642 0.3580 0.1192 0.308
C -4.3422 -0.0054 1.5039 -0.033
C -2.8625 -0.1103 1.4931 -0.738
O -2.2859 -0.3449 2.6210 -0.306
N -2.3264 0.1196 0.3168 2.115
C -3.3980 0.4664 -0.4819 -1.268
N -3.2149 0.8489 -1.7452 0.095
H -6.6168 0.0810 0.0505 0.339
H -5.8947 0.5350 -1.4880 0.366
H -6.0957 1.7595 -0.1945 0.333
H -4.8497 -0.9264 1.7932 0.415
H -4.5719 0.8263 2.2041 0.110
H -2.2813 1.0920 -2.0446 -0.358
H -3.9681 1.2910 -2.2470 0.290
```

Calculated values
* ΔE to the lowest compared entry with this formula, charge and spin: 15.9 kcal/mol
* multiplicity: 5
* orbital gap (alpha / beta): 5.9744 / 6.9008 eV
* charge: +1